Here is a cluster of 9 separate species, C30H84N6O9 in total in a non-equilibrium geometry from OMol25. Energies are from the ωB97M-V functional and the def2-TZVPD basis.

Output
- lowest unoccupied orbital energy (eV) = 0.3353
- SMILES = COC[C@H](C)N.COC[C@H](C)N.COC[C@H](C)N.COC[C@H](C)N.COC[C@H](C)N.COC[C@H](C)N.CCO.CCO.CCO
- frontier orbital gap (eV) = 9.21
- energy (eV) = -59836.064
- energy relative to the best compared isomer or geometry (same formula, charge and spin) (eV) = 1.436
- E_HOMO (eV) = -8.873
- total charge = 0

CARTESIAN COORDINATES (ANGSTROEM)
C: -19.952 7.477 -8.402
O: -20.672 6.748 -9.404
C: -20.830 5.371 -9.053
C: -21.820 4.699 -10.017
C: -21.322 4.677 -11.458
N: -23.169 5.252 -9.989
H: -19.764 8.431 -8.895
H: -18.977 7.017 -8.234
H: -20.538 7.605 -7.492
H: -19.854 4.874 -9.106
H: -21.220 5.321 -8.028
H: -21.898 3.648 -9.713
H: -21.329 5.710 -11.807
H: -21.975 4.004 -12.010
H: -20.309 4.273 -11.524
H: -23.149 6.210 -10.330
H: -23.500 5.329 -9.032
C: -24.559 10.448 -6.192
O: -23.904 10.608 -7.422
C: -23.830 9.458 -8.218
C: -23.097 9.790 -9.508
C: -23.899 10.709 -10.417
N: -22.741 8.565 -10.212
H: -25.606 10.147 -6.308
H: -24.487 11.391 -5.657
H: -24.075 9.665 -5.593
H: -23.228 8.689 -7.703
H: -24.800 8.988 -8.427
H: -22.172 10.328 -9.244
H: -24.689 10.174 -10.956
H: -23.306 11.086 -11.256
H: -24.327 11.560 -9.889
H: -22.147 8.947 -10.946
H: -22.120 8.045 -9.581
C: -16.968 8.813 -14.373
O: -18.161 9.195 -13.726
C: -19.170 8.204 -13.804
C: -20.351 8.642 -12.941
C: -21.136 9.792 -13.588
N: -20.033 9.036 -11.546
H: -17.130 8.775 -15.456
H: -16.597 7.835 -14.040
H: -16.252 9.576 -14.067
H: -19.581 8.120 -14.818
H: -18.848 7.201 -13.509
H: -20.963 7.739 -12.828
H: -22.044 9.998 -13.027
H: -21.377 9.548 -14.622
H: -20.507 10.685 -13.587
H: -19.233 9.632 -11.773
H: -19.705 8.227 -11.026
C: -22.431 6.291 -15.785
O: -23.672 6.913 -15.518
C: -24.364 6.171 -14.522
C: -25.664 6.912 -14.238
C: -25.434 8.255 -13.555
N: -26.526 6.071 -13.393
H: -21.936 6.949 -16.504
H: -22.480 5.325 -16.299
H: -21.827 6.223 -14.875
H: -24.559 5.157 -14.887
H: -23.857 6.060 -13.556
H: -26.217 7.095 -15.167
H: -26.255 8.969 -13.644
H: -24.522 8.726 -13.926
H: -25.285 8.123 -12.479
H: -26.883 5.309 -13.966
H: -27.368 6.585 -13.152
C: -11.323 4.194 -16.316
O: -12.025 5.316 -16.768
C: -13.328 4.975 -17.211
C: -14.194 6.208 -17.480
C: -14.470 6.923 -16.157
N: -15.436 5.904 -18.204
H: -11.320 3.380 -17.053
H: -11.835 3.770 -15.440
H: -10.288 4.422 -16.073
H: -13.263 4.402 -18.145
H: -13.785 4.324 -16.455
H: -13.669 6.900 -18.144
H: -13.534 6.958 -15.598
H: -15.208 6.379 -15.565
H: -14.774 7.959 -16.308
H: -15.160 5.271 -18.956
H: -15.978 5.276 -17.599
C: -18.309 11.814 -16.729
O: -18.558 12.447 -17.959
C: -19.791 12.070 -18.523
C: -20.258 13.009 -19.626
C: -20.591 14.387 -19.039
N: -21.483 12.450 -20.233
H: -18.877 12.296 -15.927
H: -17.252 11.793 -16.476
H: -18.617 10.761 -16.733
H: -19.780 11.056 -18.947
H: -20.540 12.005 -17.725
H: -19.554 13.045 -20.459
H: -19.743 14.851 -18.527
H: -21.446 14.382 -18.365
H: -20.787 15.068 -19.873
H: -21.881 13.179 -20.825
H: -22.202 12.456 -19.492
C: -18.566 5.275 -15.950
C: -17.940 3.938 -15.610
O: -16.768 3.877 -16.469
H: -17.911 6.076 -15.607
H: -19.573 5.377 -15.539
H: -18.707 5.368 -17.028
H: -18.656 3.159 -15.876
H: -17.540 3.909 -14.597
H: -16.295 3.070 -16.236
C: -16.655 7.964 -9.854
C: -16.184 8.141 -8.431
O: -15.542 9.402 -8.260
H: -15.820 8.004 -10.560
H: -17.324 8.729 -10.250
H: -17.095 6.975 -9.995
H: -15.430 7.394 -8.158
H: -17.027 8.128 -7.729
H: -15.249 9.503 -7.353
C: -22.681 9.896 -17.115
C: -23.075 11.348 -16.860
O: -23.400 11.969 -18.091
H: -23.346 9.350 -17.789
H: -22.677 9.278 -16.217
H: -21.726 9.763 -17.630
H: -22.336 11.888 -16.259
H: -23.949 11.314 -16.200
H: -24.111 12.595 -17.918